(1)
ORCA calculation (the ωB97M-V functional and the def2-TZVPD basis) on the molecule C4H9NO2.

Properties
**Frontier orbital gap**: 11.31 eV
**Multiplicity**: 1
**HOMO energy**: -10.40 eV
**SMILES**: CCCOC(N)=O

Last column: natural (NBO) charge in e.
Cartesian coordinates (Å):
O 1.037 0.589 0.294  -0.531
O 0.971 -1.679 0.550  -0.650
N 2.706 -0.641 -0.504  -0.840
C -1.382 0.887 0.128  -0.419
C -0.177 0.736 1.045  -0.073
C 1.512 -0.670 0.148  0.883
C -1.700 -0.346 -0.713  -0.609
H -0.030 1.640 1.646  0.188
H 3.085 -1.518 -0.821  0.405
H -2.585 -0.167 -1.331  0.208
H -0.873 -0.581 -1.390  0.206
H -1.877 -1.231 -0.094  0.216
H -2.241 1.141 0.763  0.206
H -0.286 -0.122 1.713  0.206
H 3.050 0.218 -0.897  0.402
H -1.210 1.744 -0.537  0.201

***

(2)
ORCA calculation (the ωB97M-V functional and the def2-TZVPD basis) on a cluster of 2 separate species, C4H9NO2 in total.

Properties
**Frontier orbital gap**: 9.54 eV
**Multiplicity**: 1
**HOMO energy**: -8.56 eV

Last column: natural (NBO) charge in e.
Cartesian coordinates (Å):
O 2.052 0.289 0.551  -0.498
O 0.513 -0.654 -0.692  -0.692
N -1.750 -0.693 0.209  -0.610
C 2.921 0.198 -0.593  -0.283
C -1.170 -0.498 1.364  -0.045
C -2.396 0.474 -0.378  -0.430
C 0.817 -0.145 0.438  0.542
H -3.405 0.214 -0.715  0.204
H -1.831 0.818 -1.256  0.191
H -0.562 -0.914 -0.523  0.488
H -0.775 -1.354 1.907  0.194
H 3.827 0.737 -0.317  0.198
H -2.481 1.318 0.325  0.176
H -1.348 0.405 1.958  0.175
H 2.447 0.653 -1.464  0.196
H 3.140 -0.848 -0.815  0.194